1.
88
Properties=species:S:1:pos:R:3:lowdin_charge:R:1 method="wB97M-V/def2-TZVPD" e_above_lowest_kj_mol=278.1 smiles=CCN(CC)CC.CCN(CC)CC.CCN(CC)CC.CCN(CC)CC homo_lumo_gap_ev=8.41
C -24.75 17.87 16.50 -0.099
C -23.61 17.41 15.58 -0.289
N -22.50 18.26 15.54 -0.210
C -21.46 17.84 14.65 -0.249
C -20.65 19.09 14.22 -0.086
C -22.09 18.75 16.89 -0.172
C -21.36 17.60 17.80 -0.048
H -25.55 17.14 16.38 0.070
H -25.22 18.82 16.26 0.079
H -24.56 17.86 17.57 0.062
H -23.36 16.38 15.86 0.113
H -24.14 17.38 14.63 0.106
H -20.78 17.14 15.16 0.098
H -21.81 17.30 13.77 0.112
H -20.10 19.59 15.02 0.067
H -19.99 18.73 13.43 0.062
H -21.33 19.85 13.86 0.070
H -22.97 19.07 17.45 0.080
H -21.48 19.64 16.78 0.095
H -21.90 16.66 17.84 0.059
H -21.10 17.92 18.81 0.042
H -20.52 17.24 17.21 0.046
C -18.60 23.47 20.32 -0.082
C -19.54 22.25 19.96 -0.235
N -19.84 21.38 21.13 -0.189
C -18.62 20.74 21.75 -0.210
C -18.41 21.52 23.06 -0.102
C -20.83 20.42 20.72 -0.305
C -21.29 19.57 21.90 -0.081
H -19.16 23.98 21.10 0.067
H -18.60 24.24 19.54 0.063
H -17.62 23.08 20.61 0.061
H -20.45 22.67 19.55 0.108
H -19.01 21.64 19.23 0.103
H -18.72 19.69 22.05 0.097
H -17.74 20.83 21.12 0.103
H -18.23 22.59 22.97 0.056
H -19.33 21.64 23.64 0.066
H -17.67 21.03 23.69 0.066
H -20.63 19.86 19.81 0.090
H -21.67 21.01 20.34 0.110
H -22.21 19.14 21.51 0.066
H -21.59 20.29 22.66 0.081
H -20.64 18.75 22.22 0.068
C -21.61 21.59 9.27 -0.078
C -20.84 20.46 9.94 -0.260
N -19.45 20.71 9.63 -0.220
C -18.69 21.54 10.58 -0.220
C -18.58 20.85 11.95 -0.086
C -18.74 19.60 8.99 -0.250
C -19.34 19.21 7.63 -0.082
H -21.84 21.38 8.23 0.068
H -21.08 22.54 9.36 0.072
H -22.58 21.56 9.75 0.053
H -21.01 20.59 11.01 0.091
H -21.20 19.47 9.66 0.110
H -17.69 21.73 10.19 0.110
H -19.20 22.50 10.60 0.101
H -19.54 20.62 12.43 0.028
H -17.87 20.04 11.83 0.073
H -18.03 21.46 12.67 0.069
H -18.61 18.80 9.72 0.107
H -17.73 19.92 8.74 0.104
H -18.81 18.38 7.16 0.067
H -19.38 20.01 6.89 0.077
H -20.32 18.82 7.88 0.052
C -25.48 20.10 8.44 -0.072
C -25.47 18.65 9.01 -0.241
N -24.41 18.49 10.01 -0.192
C -24.25 17.11 10.47 -0.232
C -23.66 16.14 9.37 -0.085
C -24.66 19.29 11.17 -0.277
C -26.00 19.00 11.93 -0.072
H -24.51 20.58 8.28 0.069
H -26.28 20.68 8.90 0.067
H -26.03 19.88 7.53 0.064
H -26.46 18.41 9.38 0.101
H -25.28 17.97 8.17 0.106
H -25.22 16.62 10.60 0.099
H -23.76 17.00 11.44 0.105
H -23.11 16.59 8.54 0.061
H -24.37 15.48 8.86 0.060
H -22.93 15.49 9.84 0.057
H -23.78 19.37 11.81 0.109
H -24.80 20.33 10.87 0.094
H -26.02 18.04 12.45 0.056
H -26.02 19.73 12.74 0.068
H -26.89 19.09 11.31 0.062

2.
64
Properties=species:S:1:pos:R:3:mulliken_spin:R:1 method="wB97M-V/def2-TZVPD" e_above_lowest_kj_mol=206.5 charge=+1 homo_lumo_gap_ev="8.68 / 6.35" multiplicity=5
Rh -1.77 -0.23 -0.43 2.568
C 3.69 2.54 1.20 0.001
C 3.96 2.73 -0.26 -0.003
N 3.34 1.58 -1.01 0.012
C 4.10 0.50 -1.56 0.063
C 4.20 -0.78 -0.66 -0.036
C 1.99 1.53 -1.00 -0.060
S 1.12 0.11 -1.54 0.815
N 1.27 2.57 -0.50 0.012
C -0.06 2.63 -0.70 0.029
O -0.77 1.66 -1.10 0.197
C -0.79 3.85 -0.28 0.030
C -2.15 3.79 -0.02 -0.007
C -2.90 4.89 0.28 -0.002
C -2.30 6.11 0.35 0.000
C -0.93 6.18 0.21 0.001
C -0.11 5.03 -0.01 0.001
H 4.49 3.11 1.75 0.000
H 3.69 1.52 1.49 0.000
H 2.69 2.91 1.48 0.000
H 5.06 2.68 -0.41 0.001
H 3.56 3.72 -0.59 0.000
H 5.07 1.00 -1.80 0.003
H 3.61 0.12 -2.47 -0.010
H 4.72 -0.65 0.27 0.001
H 4.46 -1.59 -1.34 0.001
H 3.20 -1.04 -0.39 0.020
H -2.69 2.81 -0.07 0.007
H -3.91 4.82 0.57 0.000
H -2.87 7.00 0.63 0.000
H -0.41 7.15 0.24 0.000
H 1.04 4.99 -0.13 0.000
C -4.21 -1.10 2.40 -0.005
S -3.81 0.35 1.43 0.013
O -4.60 1.51 1.78 0.015
O -2.32 0.54 1.58 0.077
O -3.95 -0.14 0.00 0.108
H -4.63 -0.88 3.39 0.000
H -3.39 -1.76 2.50 0.002
H -4.92 -1.69 1.73 0.001
N 0.00 -0.60 2.57 0.005
C -0.08 -1.68 1.79 -0.006
O -0.95 -1.87 0.89 0.076
C 0.93 -2.82 1.91 0.000
I 2.33 -2.59 3.52 0.004
H -0.74 0.11 2.41 -0.003
H 0.86 -0.59 3.17 -0.001
H 1.42 -2.91 0.95 0.002
H 0.55 -3.91 1.96 0.000
N 1.47 -4.87 -1.26 -0.001
C 0.29 -5.32 -1.84 0.000
O 0.17 -6.45 -2.31 0.001
C -0.89 -4.41 -1.78 0.002
C -2.13 -4.98 -1.99 0.002
C -3.19 -4.15 -2.08 0.001
C -3.00 -2.77 -1.99 0.009
N -1.79 -2.22 -1.72 0.067
C -0.76 -3.06 -1.63 -0.009
H 2.09 -5.59 -0.92 0.000
H 1.59 -3.97 -0.82 0.002
H -2.17 -6.08 -2.04 0.000
H -4.18 -4.64 -2.19 0.000
H -3.79 -2.07 -2.03 0.004
H 0.23 -2.63 -1.57 -0.011